No. 1
{"formula": "C18H21F16N3O3", "method": "ωB97M-V with the def2-TZVPD basis set", "total_charge": 0, "lumo_energy_ev": 0.40, "energy_ev": -73098.3244, "elements": ["C", "C", "C", "C", "O", "C", "C", "N", "C", "N", "C", "N", "H", "H", "H", "H", "H", "H", "H", "H", "H", "H", "H", "H", "H", "C", "C", "C", "F", "F", "F", "F", "O", "C", "C", "F", "F", "F", "F", "H", "H", "H", "H", "C", "C", "C", "F", "F", "F", "F", "O", "C", "C", "F", "F", "F", "F", "H", "H", "H", "H"], "coordinates": [[-6.95889, -2.56137, 2.60131], [-6.69012, -1.14358, 2.10275], [-5.49800, -1.01417, 1.14226], [-4.24874, -1.77304, 1.53931], [-3.56437, -0.99322, 2.52997], [-2.49282, -1.63850, 3.14562], [-1.22209, -1.18990, 2.53325], [-0.25183, -0.83380, 2.04559], [-2.49455, -1.26604, 4.64589], [-2.32849, 0.14227, 4.92410], [-3.77909, -1.72794, 5.19499], [-4.78547, -2.09845, 5.58985], [-6.91687, -3.27947, 1.77754], [-7.94718, -2.62782, 3.05564], [-6.24047, -2.86716, 3.36269], [-7.57601, -0.78434, 1.57418], [-6.54342, -0.46997, 2.94970], [-5.20548, 0.03808, 1.08106], [-5.78322, -1.30769, 0.13001], [-4.48399, -2.74994, 1.97283], [-3.59318, -1.92550, 0.67523], [-2.54343, -2.72732, 3.03116], [-1.70908, -1.83221, 5.15175], [-1.42770, 0.47139, 4.59970], [-3.05516, 0.67816, 4.46476], [2.63626, -2.45802, -3.48385], [1.37848, -2.67524, -4.33098], [0.88356, -1.48346, -5.15659], [0.53821, -0.46318, -4.34415], [-0.20697, -1.86180, -5.85643], [0.37697, -3.15887, -3.57459], [1.71542, -3.62511, -5.25790], [2.40210, -2.17800, -2.12065], [2.28437, -0.90588, -1.66018], [0.97297, -0.69131, -0.89549], [-0.07631, -0.94170, -1.70363], [0.91986, 0.60787, -0.51719], [2.41451, 0.01201, -2.64434], [3.28651, -0.67577, -0.77690], [3.15309, -3.41651, -3.49127], [3.29175, -1.72000, -3.94629], [1.65718, -1.14902, -5.85236], [0.92977, -1.33333, -0.01614], [2.97300, 3.55810, -0.63988], [3.26281, 3.95117, -2.09180], [3.98097, 2.90692, -2.94841], [5.21679, 2.66587, -2.46264], [4.10269, 3.37560, -4.21186], [3.90991, 5.12998, -2.15213], [2.03752, 4.10370, -2.68363], [3.89470, 4.04513, 0.31246], [4.97107, 3.30973, 0.70167], [6.27500, 4.10127, 0.52434], [6.43904, 4.43892, -0.76877], [7.31306, 3.32076, 0.89895], [5.03577, 2.12268, 0.07670], [4.85441, 3.06297, 2.03176], [2.02933, 4.04486, -0.39777], [2.82516, 2.48121, -0.55321], [3.40985, 1.97841, -2.96828], [6.25086, 5.00160, 1.14027]], "nbo_charge": [-0.62, -0.40, -0.42, -0.06, -0.53, 0.00, 0.27, -0.33, -0.15, -0.80, 0.28, -0.30, 0.20, 0.22, 0.21, 0.21, 0.21, 0.22, 0.21, 0.18, 0.18, 0.23, 0.24, 0.38, 0.38, -0.13, 0.60, 0.52, -0.32, -0.32, -0.31, -0.33, -0.50, 0.85, 0.50, -0.32, -0.33, -0.33, -0.32, 0.23, 0.21, 0.14, 0.18, -0.14, 0.59, 0.52, -0.33, -0.33, -0.31, -0.33, -0.51, 0.85, 0.51, -0.32, -0.32, -0.31, -0.33, 0.23, 0.22, 0.15, 0.15]}



No. 2
{"formula": "C18H21FN", "method": "ωB97M-V with the def2-TZVPD basis set", "total_charge": 1, "lumo_energy_ev": -5.83, "energy_ev": -23206.0591, "elements": ["C", "N", "C", "C", "C", "C", "H", "H", "H", "H", "H", "H", "H", "H", "H", "H", "H", "F", "C", "C", "C", "C", "C", "C", "C", "C", "C", "C", "C", "C", "C", "H", "H", "H", "H", "H", "H", "H", "H", "H", "H"], "coordinates": [[1.46342, 1.82340, 2.42682], [1.20106, 0.54079, 1.81072], [2.38320, -0.20077, 1.34485], [2.14492, -1.67730, 1.70790], [0.85179, -1.73738, 2.54033], [0.27655, -0.32033, 2.57414], [0.55621, 2.42527, 2.27278], [1.67295, 1.75685, 3.51186], [2.31447, 2.31514, 1.93556], [2.48320, -0.11602, 0.24900], [3.31416, 0.19534, 1.78719], [1.96926, -2.25074, 0.79424], [3.00599, -2.10513, 2.22861], [0.13599, -2.39055, 2.04373], [1.00568, -2.10164, 3.55683], [0.14282, 0.07462, 3.59471], [-0.72306, -0.30108, 2.10331], [2.08019, 4.99314, -4.35126], [2.26485, 4.47685, -3.08899], [3.00040, 5.22726, -2.17466], [3.12124, 4.73584, -0.86732], [2.38226, 3.63633, -0.46060], [1.53694, 2.93014, -1.36379], [0.62091, 1.97479, -0.83693], [-0.62859, 1.65119, -1.42086], [-1.37198, 0.53340, -0.93033], [-2.53706, 0.12740, -1.55871], [-2.98282, 0.78438, -2.72043], [-2.32509, 1.94068, -3.17062], [-1.23583, 2.43094, -2.46178], [1.60545, 3.30893, -2.74738], [3.44556, 6.16976, -2.47097], [3.76030, 5.25774, -0.14971], [2.39498, 3.33181, 0.58671], [0.87076, 1.48615, 0.10024], [-0.97947, 0.00054, -0.06185], [-3.10637, -0.71418, -1.15957], [-3.84847, 0.39971, -3.25757], [-2.68154, 2.46490, -4.06367], [-0.83408, 3.41019, -2.73000], [1.07310, 2.74219, -3.50688]], "nbo_charge": [-0.40, -0.50, -0.22, -0.42, -0.42, -0.21, 0.20, 0.20, 0.18, 0.18, 0.19, 0.21, 0.23, 0.21, 0.23, 0.20, 0.18, -0.31, 0.38, -0.17, -0.20, -0.11, -0.15, 0.11, -0.10, -0.11, -0.23, -0.07, -0.23, -0.12, -0.20, 0.26, 0.25, 0.23, 0.28, 0.24, 0.24, 0.24, 0.25, 0.24, 0.25]}



No. 3
{"formula": "C18H21FN8O", "method": "ωB97M-V with the def2-TZVPD basis set", "total_charge": 0, "e_above_lowest_kj_mol": 208.9, "lumo_energy_ev": -0.20, "energy_ev": -35690.8636, "elements": ["F", "N", "N", "N", "N", "N", "O", "C", "C", "C", "C", "C", "C", "C", "C", "C", "C", "C", "C", "C", "N", "N", "N", "C", "C", "C", "C", "C", "H", "H", "H", "H", "H", "H", "H", "H", "H", "H", "H", "H", "H", "H", "H", "H", "H", "H", "H", "H", "H"], "coordinates": [[3.31427, -0.57819, 5.28965], [0.06632, 3.01543, -1.88142], [1.60804, 2.10048, -0.40627], [2.19460, 3.90565, -1.68564], [1.26282, -2.98095, 3.37791], [-1.10493, -0.83408, 0.70766], [2.68949, -3.41334, 5.26743], [0.43650, 2.14412, -0.92478], [0.96631, 3.94428, -2.12833], [2.44668, 2.92403, -0.87164], [0.85753, -2.12927, 2.50236], [-2.13789, -1.04051, -0.14779], [2.11435, -2.52030, 4.29345], [-0.27302, 0.09665, 0.49863], [2.00117, -0.31882, 3.37756], [-1.57099, 0.83791, -1.45981], [2.49657, -1.16650, 4.32727], [-0.48350, 1.00081, -0.57329], [1.15402, -0.72355, 2.42561], [-2.39690, -0.20425, -1.28806], [0.62517, 4.81849, -3.03321], [0.84381, 0.16186, 1.40190], [-4.03681, 0.76729, -2.56974], [2.86514, -4.74210, 4.67804], [3.87138, 2.87250, -0.30426], [-4.58914, -1.46190, -2.01558], [-2.71602, -1.02610, -3.74398], [-3.40539, -0.56987, -2.38824], [0.09936, -2.62280, 1.83297], [-2.71005, -1.89829, 0.06504], [2.21167, 0.74997, 3.34042], [-1.68647, 1.46769, -2.26677], [-0.31975, 4.83756, -3.41395], [1.49567, 4.80110, -3.61650], [1.57610, 0.72509, 0.99562], [-5.04681, 0.71222, -2.78317], [-3.75937, 1.42701, -1.84637], [1.95497, -5.34905, 4.98330], [2.97511, -4.76533, 3.55129], [3.68809, -5.14988, 5.22685], [4.21738, 3.82658, 0.05037], [3.90970, 2.06367, 0.41914], [4.47722, 2.55954, -1.23086], [-4.33819, -2.52191, -2.11827], [-5.38422, -1.23410, -2.68035], [-4.96683, -1.10962, -1.09052], [-1.91247, -0.39935, -4.05580], [-3.36322, -0.98704, -4.53145], [-2.21750, -2.01284, -3.55644]], "nbo_charge": [-0.32, -0.55, -0.58, -0.55, -0.44, -0.47, -0.51, 0.47, 0.57, 0.50, 0.04, 0.09, 0.41, 0.41, -0.25, -0.15, 0.31, -0.11, 0.11, -0.10, -0.78, -0.62, -0.88, -0.27, -0.65, -0.62, -0.60, 0.11, 0.21, 0.19, 0.23, 0.25, 0.41, 0.41, 0.43, 0.37, 0.38, 0.18, 0.20, 0.19, 0.24, 0.22, 0.23, 0.21, 0.20, 0.22, 0.21, 0.21, 0.20]}



No. 4
{"formula": "C18H21FeN7O4", "method": "ωB97M-V with the def2-TZVPD basis set", "total_charge": -1, "spin_multiplicity": 6, "e_above_lowest_kj_mol": 1.8, "lumo_energy_ev": [3.00, 2.99], "energy_ev": -72014.5046, "elements": ["Fe", "O", "C", "C", "C", "C", "C", "C", "C", "N", "C", "C", "N", "C", "C", "C", "C", "C", "C", "C", "O", "H", "H", "H", "H", "H", "H", "H", "H", "H", "H", "H", "H", "H", "H", "N", "N", "C", "N", "N", "N", "O", "O", "H", "H", "H", "H", "H", "C", "H", "H"], "coordinates": [[-0.05107, 0.48426, 0.14453], [1.70366, -0.52817, 0.17991], [2.85735, -0.50265, -0.42328], [3.42008, -1.67934, -0.96159], [4.65960, -1.67833, -1.57552], [5.40435, -0.50793, -1.67818], [4.86976, 0.66046, -1.14890], [3.62672, 0.68328, -0.53329], [2.07946, 2.58148, -0.94521], [0.98342, 2.02786, -1.23091], [0.07074, 2.67587, -2.15043], [-1.30165, 2.71533, -1.49239], [-1.65059, 1.36514, -1.09785], [-2.82837, 0.93664, -1.33324], [-3.34177, -0.36604, -0.98917], [-4.67173, -0.65449, -1.33285], [-5.25410, -1.86677, -1.05085], [-4.47585, -2.83704, -0.39826], [-3.17332, -2.59026, -0.04867], [-2.54179, -1.34156, -0.32198], [-1.32369, -1.15252, 0.02593], [2.83965, -2.59058, -0.87629], [5.05359, -2.60549, -1.97788], [6.37828, -0.50531, -2.15075], [5.43806, 1.58477, -1.20848], [2.35113, 3.53710, -1.41441], [0.01587, 2.07368, -3.06182], [0.40153, 3.68833, -2.41689], [-2.04241, 3.15264, -2.17472], [-1.23936, 3.32232, -0.58514], [-3.54086, 1.59700, -1.84817], [-5.24747, 0.11687, -1.83653], [-6.28213, -2.06796, -1.32069], [-4.91118, -3.80309, -0.16639], [-2.57465, -3.34254, 0.45079], [0.38742, -2.39995, 2.17301], [0.31748, -1.80051, 3.44827], [-0.01515, -0.46606, 3.58000], [-0.22564, -0.05306, 4.87852], [-0.11866, 0.25250, 2.51529], [-0.33057, 1.61763, 2.59808], [-0.14774, 2.15994, 1.40074], [-0.05708, 2.29395, 3.64896], [-0.40750, -2.09352, 1.60996], [1.18998, -1.99975, 1.69061], [-0.13390, -2.39721, 4.12284], [0.40553, -0.49330, 5.53143], [-0.20596, 0.96916, 4.90382], [3.05311, 1.96554, 0.01717], [2.51474, 1.76954, 0.94915], [3.85422, 2.67788, 0.22039]], "mulliken_spin": [3.78, 0.03, 0.01, 0.00, 0.00, 0.01, 0.00, 0.01, -0.03, 0.03, 0.00, 0.00, 0.02, 0.00, 0.00, 0.00, 0.01, 0.00, 0.01, 0.01, 0.04, 0.00, 0.00, 0.00, 0.00, 0.00, 0.00, 0.00, 0.00, 0.00, 0.01, 0.00, 0.00, 0.00, 0.00, 0.00, 0.01, 0.12, 0.02, -0.05, 0.48, 0.20, 0.26, 0.00, 0.00, 0.01, 0.01, 0.00, 0.00, 0.02, 0.00]}